No. 1
{"formula": "C20H30N6O4", "method": "wB97M-V/def2-TZVPD", "elements": ["O", "C", "O", "C", "C", "C", "H", "H", "H", "H", "H", "H", "O", "C", "O", "C", "C", "C", "H", "H", "H", "H", "H", "H", "C", "C", "N", "H", "H", "H", "C", "C", "N", "H", "H", "H", "C", "C", "N", "H", "H", "H", "C", "C", "N", "H", "H", "H", "C", "C", "N", "H", "H", "H", "C", "C", "N", "H", "H", "H"], "xyz": [[-3.76600, -0.78822, 0.62529], [-3.12010, -1.05644, 1.56043], [-3.60087, -1.49170, 2.76278], [-2.54087, -1.87716, 3.63468], [-1.19599, -1.32692, 3.06534], [-1.67383, -0.97879, 1.67266], [-2.60958, -3.04231, 3.65876], [-2.69357, -1.46719, 4.64112], [-0.38360, -2.08679, 3.00824], [-0.72348, -0.50981, 3.60446], [-1.41239, -1.76947, 0.96317], [-1.34093, 0.00134, 1.28192], [-0.69900, -1.01983, -2.35540], [-0.17408, 0.06210, -2.13940], [0.30942, 0.82174, -3.12262], [1.12057, 1.88194, -2.60940], [1.34150, 1.45459, -1.13768], [0.20518, 0.60572, -0.79903], [0.62485, 2.79580, -2.71854], [2.06458, 1.94817, -3.20173], [1.46529, 2.34136, -0.55264], [2.26405, 0.84874, -1.05650], [-0.68187, 1.13431, -0.35934], [0.43447, -0.19411, -0.07777], [2.30865, -2.60718, 3.92626], [2.52525, -1.45366, 4.86303], [2.66451, -0.51004, 5.56953], [1.26198, -2.90243, 3.99995], [2.78425, -3.45835, 4.45060], [2.74004, -2.60545, 2.97674], [-0.34102, -3.69487, -1.12877], [0.20986, -3.81413, 0.19055], [0.61194, -3.91042, 1.28006], [-1.03197, -2.87299, -1.25164], [-0.98995, -4.55979, -1.34055], [0.38880, -3.57771, -1.91852], [0.62687, -2.03654, -5.08441], [1.86335, -2.62672, -4.43591], [2.86801, -3.02372, -4.05766], [0.72209, -0.96752, -4.89031], [-0.26246, -2.39664, -4.64380], [0.54120, -2.29890, -6.16303], [-4.03949, 0.68588, -2.39841], [-3.27616, 1.96820, -2.28828], [-2.57359, 2.83778, -2.01854], [-4.76712, 0.63647, -1.61009], [-3.36263, -0.15637, -2.46545], [-4.63107, 0.71680, -3.34628], [2.79158, 2.31862, 3.14926], [1.59671, 1.76295, 2.57338], [0.67073, 1.28130, 2.08999], [2.56483, 2.69689, 4.13222], [3.17887, 3.11093, 2.51250], [3.52372, 1.47535, 3.20313], [0.72187, 5.43780, -1.39615], [1.41571, 5.92513, -0.23125], [2.06655, 6.43753, 0.58292], [0.72020, 6.13181, -2.25471], [-0.38778, 5.30027, -1.20415], [1.08191, 4.46258, -1.72098]], "forces_ev_per_a": [[-2.04, 0.44, -2.02], [0.65, -0.15, 3.19], [-0.64, 0.29, -0.27], [0.62, -1.86, 0.79], [-0.11, -1.14, -0.50], [2.06, 0.60, -1.27], [0.50, 2.01, 0.21], [-0.42, -0.27, -0.32], [-0.89, 0.24, 0.02], [-0.61, 0.32, 0.09], [0.71, 0.20, -0.15], [-0.05, -0.74, 0.26], [-0.01, 1.51, -0.19], [-0.17, -2.25, 0.16], [-0.23, 0.01, -0.85], [1.59, -1.61, 0.44], [2.16, 1.12, -0.82], [-2.08, -0.52, 1.03], [-1.09, 1.27, -0.10], [-0.71, -0.30, 0.43], [0.09, 0.38, 0.70], [-0.26, 0.44, -0.13], [0.75, -0.18, -0.53], [-0.10, 0.24, -0.53], [-0.24, -0.79, 3.88], [0.41, 2.95, 1.02], [-0.49, -3.49, -2.53], [0.00, 0.35, -0.67], [0.06, 0.25, -0.22], [0.31, 0.73, -1.54], [-1.22, -0.67, -0.91], [0.85, -0.02, 2.32], [-0.63, 0.21, -1.87], [0.11, 0.54, 0.44], [0.55, -0.08, 0.07], [0.39, -0.15, 0.06], [1.84, -0.27, -0.24], [-1.59, 0.45, -1.39], [0.29, -0.17, 0.42], [-0.36, -0.02, -0.38], [-0.82, -0.32, 0.86], [0.59, 0.36, 0.73], [-0.39, 1.47, -1.81], [0.07, -1.25, 0.67], [-0.15, 0.11, -0.36], [0.04, -0.28, 0.60], [0.11, -0.07, 0.38], [0.50, -0.03, 0.60], [0.87, -0.78, -0.16], [-0.81, -0.37, -0.51], [0.24, 0.23, 0.24], [0.14, 0.10, 0.37], [0.04, 0.04, 0.04], [-0.39, 0.85, 0.19], [-2.36, -0.44, -0.71], [1.42, 1.37, 0.88], [-1.04, -0.98, -0.87], [0.53, -0.13, 0.54], [1.24, 0.04, 0.13], [0.20, 0.20, 0.11]], "e_lumo_ev": 0.40, "smiles": "O=C1CCCO1.O=C1CCCO1.CC#N.CC#N.CC#N.CC#N.CC#N.CC#N", "spin_multiplicity": 1, "charge": 0, "mol_weight_g_mol": 418.50}

No. 2
{"formula": "C20H30N8P2RuS", "method": "wB97M-V/def2-TZVPD", "elements": ["Ru", "C", "P", "C", "C", "C", "C", "C", "C", "C", "P", "C", "C", "H", "H", "H", "H", "H", "H", "H", "H", "H", "H", "H", "H", "H", "H", "H", "H", "N", "C", "N", "C", "N", "N", "C", "N", "C", "C", "C", "C", "C", "N", "H", "H", "H", "H", "H", "H", "H", "H", "C", "N", "C", "N", "S", "H", "H", "H", "H", "H", "H"], "xyz": [[-0.40789, 0.08064, -0.24088], [-2.38000, 0.98000, 2.75949], [-0.79919, 1.15355, 1.87518], [-0.57824, 2.95493, 1.84022], [0.50537, 0.59128, 2.99770], [0.50355, 0.94131, 4.34592], [1.58318, 0.60984, 5.15002], [2.67793, -0.05877, 4.61338], [2.68606, -0.41874, 3.27554], [1.59561, -0.09964, 2.46700], [1.54271, -0.65511, 0.75479], [3.05749, -0.09027, -0.05387], [1.70567, -2.45391, 0.80769], [-2.45545, 1.77761, 3.49957], [-2.45814, 0.03316, 3.29012], [-3.21519, 1.08080, 2.06565], [-0.53687, 3.31022, 2.87063], [-1.42362, 3.41618, 1.33211], [0.34429, 3.22465, 1.32934], [-0.33278, 1.47806, 4.77727], [1.57676, 0.88028, 6.19733], [3.52335, -0.30451, 5.24163], [3.54149, -0.95209, 2.87779], [3.90345, -0.57190, 0.44171], [3.17212, 0.98917, 0.04753], [3.07620, -0.38618, -1.10025], [2.60518, -2.68931, 1.37938], [1.81705, -2.86057, -0.19827], [0.85269, -2.91407, 1.30240], [1.58331, 0.48058, -3.07636], [0.92343, -0.70906, -3.08688], [1.07077, -1.46129, -4.14857], [0.39318, -2.62107, -4.16389], [0.48124, -3.39474, -5.22302], [-0.37414, -3.05174, -3.12377], [-0.45255, -2.23571, -2.12062], [0.14213, -1.02317, -2.01786], [-1.23137, -2.64364, -0.93658], [-1.87429, -3.86184, -0.87408], [-2.57150, -4.20000, 0.27814], [-2.59551, -3.29794, 1.32950], [-1.93403, -2.09209, 1.19512], [-1.26073, -1.75769, 0.08365], [2.33374, 0.55753, -3.75079], [1.72249, 0.94067, -2.19096], [1.04410, -3.11318, -6.01084], [-0.01479, -4.27154, -5.25367], [-1.81700, -4.52141, -1.72818], [-3.08258, -5.15070, 0.35215], [-3.12020, -3.51437, 2.24954], [-1.93063, -1.37360, 1.99701], [-2.08779, 4.95793, -1.33198], [-1.28638, 4.41348, -2.43376], [-0.79575, 3.20086, -2.55380], [-0.12038, 2.85241, -3.63400], [-1.10905, 2.06579, -1.23897], [-2.70514, 5.75587, -1.73485], [-1.44225, 5.36563, -0.55572], [-2.73869, 4.19107, -0.92461], [-1.10393, 5.05411, -3.19665], [0.01952, 3.49604, -4.40076], [0.25196, 1.91623, -3.72006]], "forces_ev_per_a": [[-0.16, -0.16, -0.43], [0.00, 0.00, -0.01], [-0.01, 0.04, -0.03], [0.02, -0.03, 0.01], [-0.03, 0.04, -0.02], [0.00, 0.00, 0.01], [0.01, 0.00, 0.00], [-0.01, 0.01, 0.00], [0.00, -0.03, 0.01], [-0.04, -0.06, -0.01], [0.18, 0.02, 0.14], [0.00, 0.07, 0.07], [-0.01, -0.02, -0.08], [0.00, 0.01, -0.01], [-0.01, 0.00, -0.01], [0.00, -0.01, -0.01], [0.00, 0.01, 0.00], [0.01, 0.01, 0.01], [0.00, 0.00, 0.00], [0.00, 0.00, 0.00], [0.00, 0.00, 0.00], [0.00, 0.00, 0.00], [0.00, 0.00, 0.00], [-0.01, 0.03, 0.03], [-0.02, 0.00, -0.05], [0.02, -0.04, -0.01], [0.01, -0.01, -0.02], [-0.01, 0.00, 0.00], [0.01, 0.01, 0.02], [-0.03, -0.01, 0.01], [0.03, -0.03, 0.02], [0.02, -0.01, -0.04], [0.01, 0.02, 0.00], [0.00, 0.00, -0.01], [-0.02, -0.02, 0.03], [0.04, 0.00, -0.05], [0.02, 0.14, 0.02], [-0.04, -0.05, -0.02], [0.00, -0.01, -0.01], [0.01, 0.01, 0.00], [0.01, 0.02, 0.01], [-0.03, -0.03, 0.06], [0.00, 0.12, 0.08], [-0.02, 0.01, -0.01], [0.00, 0.01, -0.02], [0.00, 0.00, 0.00], [0.00, 0.00, 0.00], [0.00, 0.00, 0.00], [0.00, 0.00, 0.00], [0.00, -0.01, 0.00], [0.01, -0.02, -0.01], [0.00, 0.02, 0.01], [-0.06, 0.00, 0.01], [0.02, -0.31, -0.27], [-0.02, 0.01, -0.02], [0.08, 0.25, 0.62], [0.02, 0.01, -0.01], [0.00, -0.02, 0.00], [-0.01, 0.00, -0.01], [-0.01, 0.00, 0.00], [0.01, 0.00, 0.00], [0.04, 0.04, 0.02]], "s_squared": 0.7575, "e_lumo_ev": [-9.97, -11.00], "spin_multiplicity": 2, "charge": 3, "mol_weight_g_mol": 577.60}

No. 3
{"formula": "C20H30O5", "method": "wB97M-V/def2-TZVPD", "elements": ["C", "C", "H", "H", "O", "C", "O", "C", "C", "C", "C", "O", "C", "C", "C", "C", "C", "C", "H", "H", "C", "C", "H", "H", "H", "C", "C", "H", "H", "H", "H", "H", "H", "H", "H", "H", "H", "H", "H", "H", "H", "C", "O", "O", "C", "C", "H", "H", "H", "H", "H", "H", "H", "H", "H"], "xyz": [[1.50668, 2.01650, -3.86187], [1.59504, 0.77483, -4.73645], [2.12676, 0.98189, -5.66714], [0.59377, 0.38947, -4.95458], [2.35518, -0.25216, -4.09363], [1.71371, -1.02689, -3.21978], [0.53398, -0.97763, -2.99969], [2.69069, -1.99633, -2.56931], [1.95958, -3.03930, -1.70804], [1.44321, -2.44750, -0.39776], [0.33947, -3.31233, 0.21510], [-0.09565, -2.82042, 1.46234], [-0.87509, -1.69886, 1.50951], [-1.39739, -1.02049, 0.41526], [-2.18976, 0.09838, 0.61576], [-2.48368, 0.57212, 1.88467], [-1.95756, -0.11777, 2.97258], [-1.16762, -1.23193, 2.79170], [-0.76081, -1.76847, 3.63481], [-2.16560, 0.21749, 3.97756], [-3.34915, 1.79447, 2.07353], [-2.56399, 2.89784, 2.78656], [-1.62670, 3.08259, 2.26566], [-3.13115, 3.82483, 2.80700], [-2.33539, 2.60970, 3.80966], [-4.63460, 1.42023, 2.82712], [-5.68100, 2.52835, 2.81520], [-6.59524, 2.18608, 3.29518], [-5.91942, 2.81795, 1.79376], [-5.32851, 3.40704, 3.34913], [-5.05722, 0.52770, 2.35877], [-4.38957, 1.16499, 3.85965], [-3.63481, 2.16458, 1.08221], [-2.58504, 0.61202, -0.24952], [-1.20272, -1.33936, -0.59646], [0.72381, -4.31348, 0.43263], [-0.50161, -3.40759, -0.48313], [1.04772, -1.44842, -0.58114], [2.25705, -2.36114, 0.32498], [2.63671, -3.86896, -1.50150], [1.11639, -3.41788, -2.28993], [3.68777, -1.21788, -1.71535], [4.79058, -1.60371, -1.44317], [3.15998, -0.06614, -1.30726], [3.94899, 0.75503, -0.44138], [3.80499, 0.32493, 1.01087], [4.34475, 1.01783, 1.64985], [2.75650, 0.31760, 1.29993], [4.21837, -0.67135, 1.14725], [4.99577, 0.69623, -0.75616], [3.56939, 1.76785, -0.59087], [3.26070, -2.49605, -3.35798], [0.98708, 1.78026, -2.93650], [0.96066, 2.79533, -4.38638], [2.50397, 2.37790, -3.62328]], "forces_ev_per_a": [[0.10, -0.40, -0.08], [-0.39, 0.35, -0.10], [-0.08, -0.07, 0.10], [0.19, 0.05, -0.05], [0.30, -0.03, -0.10], [0.16, -0.29, 0.06], [-0.21, 0.03, 0.01], [-0.05, -0.03, 0.12], [-0.04, 0.21, 0.08], [-0.34, -0.18, 0.07], [0.34, 0.05, -0.34], [-0.14, 0.15, 0.27], [-0.08, 0.09, 0.13], [0.21, -0.34, -0.08], [-0.07, 0.09, 0.20], [-0.07, 0.13, -0.27], [0.03, -0.04, -0.09], [0.12, -0.15, -0.10], [0.05, -0.07, 0.10], [-0.02, 0.04, 0.14], [0.03, -0.13, 0.26], [-0.16, -0.02, -0.25], [0.09, 0.06, 0.00], [-0.02, 0.14, 0.07], [0.05, -0.02, 0.15], [-0.08, 0.21, -0.28], [0.12, -0.18, 0.10], [-0.11, 0.05, 0.03], [-0.06, 0.07, -0.10], [-0.02, 0.14, 0.04], [0.03, -0.04, 0.07], [0.05, -0.11, 0.04], [0.01, -0.06, 0.01], [-0.05, 0.07, -0.08], [0.08, -0.07, -0.11], [-0.09, 0.07, -0.09], [0.04, -0.02, 0.04], [0.05, -0.02, 0.06], [0.01, 0.04, 0.05], [0.00, -0.02, -0.06], [0.06, -0.05, -0.04], [-0.02, -0.26, -0.46], [0.14, -0.09, 0.14], [-0.30, 0.17, 0.03], [0.38, 0.17, 0.38], [-0.06, -0.04, -0.40], [0.06, 0.07, 0.09], [-0.08, 0.02, 0.07], [0.03, -0.06, 0.05], [-0.18, 0.08, 0.00], [0.06, -0.12, -0.04], [-0.02, 0.13, 0.09], [-0.06, 0.03, 0.07], [-0.06, 0.11, -0.04], [0.07, 0.08, 0.02]], "e_lumo_ev": 0.75, "smiles": "CCOC(=O)C(CCCOc1ccc([C@H](C)CC)cc1)C(=O)OCC", "spin_multiplicity": 1, "charge": 0, "mol_weight_g_mol": 350.45}